(1)
DFT (wB97M-V/def2-TZVPD) results for a molecular structure, C42H38AsN3O2PdS2Si.

The geometry in XYZ format:
```
90
C42H38AsN3O2PdS2Si | the OMol25 dataset | wB97M-V/def2-TZVPD
Pd -0.418 -0.964 0.273
As 0.537 0.337 -1.857
S -0.762 -2.622 2.179
S -2.341 0.869 0.272
Si 0.653 -5.637 3.249
O -1.949 1.409 -1.012
O -2.839 -0.492 0.230
N 1.413 0.030 1.327
N -1.136 0.853 1.316
N 0.494 -3.011 -0.037
C -0.374 -4.751 4.575
C 0.231 2.224 -2.184
C -6.055 4.745 3.030
C -1.399 -1.194 -5.312
C -0.456 3.105 1.941
C 2.350 0.261 -2.710
C -0.708 -1.161 -4.110
C 0.117 4.553 -1.633
C -0.253 -7.231 2.696
C -3.855 3.170 0.378
C -1.815 -0.011 -5.903
C -0.541 2.455 -3.333
C 2.844 -0.933 -3.227
C -0.667 4.779 -2.752
C -0.431 0.058 -3.517
C 3.161 1.389 -2.782
C -5.188 3.771 2.295
C -4.077 1.634 2.220
C -0.975 3.742 -3.614
C 4.900 0.126 -3.855
C 4.419 1.324 -3.356
C 0.301 -3.542 1.192
C 1.810 -5.307 0.697
C -4.674 4.072 1.039
C 0.940 -4.728 1.602
C 3.489 1.631 2.202
C 2.397 -5.974 3.968
C 4.105 -1.005 -3.791
C -1.564 1.209 -5.300
C -3.565 1.959 0.976
C 2.035 -4.740 -0.554
C 1.152 1.300 1.703
C 3.721 0.346 1.795
C 0.575 3.274 -1.353
C 2.639 -0.430 1.361
C -0.204 1.776 1.614
C -0.870 1.257 -4.098
C 1.343 -3.590 -0.876
C 2.184 2.165 2.157
C 0.567 3.933 2.399
C 1.862 3.486 2.521
C -4.892 2.538 2.873
H 0.322 -7.786 1.961
H -0.391 -2.080 -3.627
H -0.467 -7.900 3.522
H -1.361 -4.504 4.202
H 4.475 -1.943 -4.180
H 1.174 3.091 -0.468
H -0.491 -5.378 5.454
H 2.798 2.335 -2.399
H 2.222 -1.818 -3.203
H -1.050 5.771 -2.946
H 5.030 2.213 -3.415
H 1.469 -3.107 -1.839
H 2.645 4.139 2.876
H -7.033 4.301 3.214
H 2.787 -1.454 1.043
H 4.299 2.252 2.553
H 2.724 -5.187 -1.255
H -6.183 5.664 2.464
H 2.328 -6.216 0.970
H 4.710 -0.082 1.808
H -1.465 3.481 1.859
H 0.329 4.952 2.672
H 3.039 -6.509 3.276
H 0.359 5.368 -0.965
H -5.300 2.302 3.845
H -1.576 3.937 -4.491
H -4.911 5.024 0.586
H -5.618 4.993 3.997
H -3.428 3.390 -0.588
H -1.615 -2.141 -5.786
H 2.896 -5.041 4.218
H 5.886 0.074 -4.294
H -1.200 -6.965 2.233
H -2.343 -0.043 -6.845
H -1.902 2.119 -5.774
H 0.091 -3.822 4.884
H 2.336 -6.564 4.877
H -3.817 0.678 2.647
```

Results
Orbital gap (alpha / beta) = 6.35 / 6.35 eV
Lowest unoccupied orbital energy (alpha / beta) = -1.0 / -1.0 eV
Total charge = 0
HOMO level (alpha / beta) = -7.3 / -7.3 eV

---

(2)
DFT (wB97M-V/def2-TZVPD) results for a molecular structure, C42H38Cl2N9O2S4Ti.

The geometry in XYZ format:
```
98
C42H38Cl2N9O2S4Ti | the OMol25 dataset | wB97M-V/def2-TZVPD
Ti -0.695 -1.060 0.168
Cl 3.637 -0.430 -4.678
Cl 4.875 2.362 -0.174
S 1.244 0.775 2.886
S -0.181 2.044 0.175
S -1.877 2.107 3.177
S -2.155 -3.112 -0.391
O 1.250 -0.594 -0.269
O 0.721 -2.324 0.912
N -1.566 -1.267 2.015
N -8.618 2.996 -1.083
N -1.047 -0.139 -4.572
N -0.787 -0.813 -1.875
N 3.966 -0.157 -1.783
N -2.393 -0.160 -0.077
N -0.830 -4.973 0.906
N -0.040 -4.516 -1.246
N -3.208 -1.960 4.175
C -6.254 2.941 -1.431
C -7.302 1.254 -0.111
C 1.585 2.276 0.522
C 4.187 -1.818 -0.003
C 4.739 -0.813 -0.818
C 0.833 -5.493 -1.090
C -2.869 -0.887 2.079
C -0.443 2.715 4.132
C 4.795 2.182 -1.897
C -1.811 0.412 -3.655
C -0.897 -4.244 -0.255
C -1.743 0.050 -2.306
C -1.093 -1.928 3.085
C -3.887 1.079 -1.476
C -4.833 1.133 -0.446
C -6.136 1.789 -0.656
C 6.096 -0.506 -0.681
C -4.535 0.488 0.763
C 6.868 -1.095 0.300
C 5.055 3.232 -4.040
C -2.696 0.407 -1.280
C -7.510 3.500 -1.612
C 2.830 -2.468 -0.228
C 0.953 -6.239 0.092
C -3.667 -1.254 3.164
C 4.569 2.094 -4.658
C -0.031 -1.384 -2.824
C -1.907 -2.274 4.140
C 0.618 1.644 4.364
C -2.050 3.353 1.864
C 4.345 0.986 -2.490
C 4.220 1.002 -3.889
C 1.564 -1.733 0.169
C 5.159 3.277 -2.663
C -0.820 3.558 0.998
C 2.015 2.162 1.985
C 4.980 -2.368 1.000
C -0.194 -1.082 -4.156
C 0.103 -5.921 1.107
C -3.322 -0.149 0.917
C -8.509 1.891 -0.355
C 6.302 -2.006 1.174
H -0.820 3.054 5.097
H 6.890 -2.456 1.962
H 0.125 -6.393 2.079
H -0.036 3.579 3.609
H 0.206 0.841 4.978
H -1.526 -2.825 4.991
H 2.728 -2.729 -1.290
H 0.378 -1.583 -4.924
H -1.048 4.268 0.203
H -4.712 -0.969 3.200
H -7.632 4.398 -2.208
H 5.335 4.090 -4.634
H 1.693 -7.017 0.193
H 7.917 -0.841 0.380
H -0.005 3.965 1.594
H 6.550 0.192 -1.370
H 3.279 -0.718 -2.259
H 1.472 2.075 4.888
H -0.042 -2.183 3.081
H 4.471 2.047 -5.733
H -2.337 4.294 2.335
H -2.886 2.987 1.266
H 2.819 -3.390 0.347
H -2.507 1.172 -3.991
H 1.482 -5.689 -1.936
H -7.272 0.338 0.463
H -5.380 3.406 -1.868
H 4.540 -3.111 1.657
H 1.879 3.249 0.129
H -9.434 1.496 0.048
H -1.480 -4.722 1.638
H 1.767 3.062 2.547
H 0.690 -2.122 -2.503
H 5.510 4.170 -2.165
H 2.059 1.502 -0.073
H -4.126 1.496 -2.443
H -5.241 0.511 1.581
H 3.093 2.015 2.028
```

Results
Multiplicity = 3
Orbital gap (alpha / beta) = 4.94 / 6.54 eV
Lowest unoccupied orbital energy (alpha / beta) = -3.3 / -3.4 eV
Total charge = +1
⟨S²⟩ = 2.03
Energy above the lowest of the compared OMol25 structures with the same formula, charge and spin = 0.855 eV
HOMO level (alpha / beta) = -8.3 / -10.0 eV

---

(3)
DFT (wB97M-V/def2-TZVPD) results for a molecular structure, C42H38GeN3O5Tc.

The geometry in XYZ format:
```
90
C42H38GeN3O5Tc | the OMol25 dataset | wB97M-V/def2-TZVPD
Tc 0.360 -0.503 0.119
Ge 3.159 -0.434 -2.361
O 1.236 -0.646 2.282
O 1.164 3.048 5.265
O 2.396 0.394 4.890
O 0.069 3.894 2.639
O -0.146 1.336 1.047
N -1.676 1.896 -1.306
N -2.155 4.004 -2.643
N -1.692 -1.026 1.131
C -1.763 -2.432 1.191
C -2.680 1.618 -2.324
C 2.129 2.052 -6.322
C 4.587 1.635 -0.935
C 2.122 2.663 -5.079
C 4.347 -4.875 -3.646
C 2.342 1.915 -3.937
C -1.825 -4.542 0.050
C -0.740 3.657 -2.756
C 1.132 2.380 4.245
C 7.106 1.276 -2.001
C -2.170 2.945 -0.419
C 2.569 0.546 -4.009
C 3.665 -2.268 -2.933
C -1.851 -3.096 2.406
C 5.210 -4.118 -2.875
C -2.967 2.900 -3.144
C 6.057 0.466 -2.406
C 6.889 2.280 -1.073
C -1.739 -3.156 -0.009
C 2.137 -0.550 -0.674
C 4.785 0.624 -1.869
C -1.920 -5.203 1.264
C 2.341 0.687 -6.408
C -1.591 -2.470 -1.306
C 5.622 2.463 -0.542
C -2.428 -2.869 -2.346
C -2.277 -2.356 -3.619
C -0.453 2.369 -1.947
C 2.558 -0.056 -5.260
C 1.686 0.987 4.087
C 0.452 1.559 2.155
C -0.574 -1.499 -1.501
C -1.922 -4.479 2.444
C 3.133 -4.340 -4.042
C 0.481 2.778 2.946
C -1.216 -1.501 -3.873
C -2.477 4.221 -1.236
C 2.789 -3.053 -3.672
C 4.871 -2.823 -2.529
C 1.168 0.507 2.801
C -0.393 -1.104 -2.834
H 6.235 -0.299 -3.152
H -3.219 -3.582 -2.150
H -1.984 -4.990 3.394
H 1.823 -2.655 -3.953
H 7.702 2.925 -0.764
H -1.756 -0.579 2.041
H 5.444 3.247 0.182
H 1.978 2.638 -7.219
H -4.017 3.199 -3.068
H -1.868 -2.522 3.324
H -2.963 -2.638 -4.404
H -3.582 1.261 -1.819
H -1.986 -6.282 1.280
H 4.615 -5.884 -3.926
H -0.161 4.506 -2.382
H -1.798 -5.107 -0.872
H 3.598 1.763 -0.509
H 2.355 2.398 -2.970
H 8.098 1.129 -2.408
H 0.425 -0.440 -3.073
H -0.086 1.573 -2.592
H 6.152 -4.532 -2.543
H -2.727 2.754 -4.200
H 2.452 -4.928 -4.642
H 2.353 0.203 -7.376
H -1.057 -1.123 -4.874
H -0.506 3.526 -3.817
H 2.950 -0.646 0.062
H 1.960 3.729 -5.004
H -3.533 4.499 -1.178
H -1.884 5.068 -0.882
H 5.554 -2.235 -1.930
H -2.307 0.818 -2.964
H 0.284 2.543 -1.164
H 2.738 -1.117 -5.342
H -2.357 -0.610 0.484
H -1.405 3.135 0.332
H -3.064 2.576 0.089
```

Results
Multiplicity = 2
Orbital gap (alpha / beta) = 6.15 / 6.91 eV
Lowest unoccupied orbital energy (alpha / beta) = 1.5 / 2.1 eV
Total charge = -1
⟨S²⟩ = 0.97
HOMO level (alpha / beta) = -4.7 / -4.8 eV